Entry 1:
C3H4S | ωB97M-V/def2-TZVPD

Summary:
E_HOMO (alpha / beta)   -7.81 / -7.74 eV
E_tot   -14001.9680 eV
Energy relative to the best compared isomer or geometry (same formula, charge and spin)   7.611 eV
F_max   2.4 eV/A

Geometry (Å):
C1 -0.52369 1.24629 0.32301
C2 1.58071 0.66775 -0.68307
C3 -1.39545 0.13379 0.06466
S1 1.98236 -0.59359 0.28220
H1 -1.20387 -0.40109 1.01219
H2 -1.16514 -0.54060 -0.76238
H3 -2.45212 0.41784 0.05597
H4 3.17720 -0.93040 -0.29259

Need the Mulliken charges? In units of e they are: -0.20 -0.16 -0.61 -0.07 0.29 0.28 0.31 0.15

=====

Entry 2:
C3H4S | ωB97M-V/def2-TZVPD

Summary:
E_HOMO   -7.72 eV
SMILES   CC1=CS1
E_tot   -14008.0315 eV
Energy relative to the best compared isomer or geometry (same formula, charge and spin)   1.548 eV
F_max   1.7 eV/A

Geometry (Å):
C1 -0.15798 0.61423 -0.94051
C2 -0.09468 -0.39672 0.18526
C3 0.26042 -0.51295 1.40369
S1 0.50598 -2.15091 0.54446
H1 0.89576 0.73583 -1.32203
H2 -0.60263 1.58309 -0.61649
H3 -0.94992 0.43438 -1.68190
H4 0.14306 -0.30694 2.42752

Need the Mulliken charges? In units of e they are: -0.74 0.13 -0.31 -0.27 0.23 0.29 0.28 0.39

=====

- Which of these has the lowest E_tot?
  number 2

=====

- Which of these has the lowest E_tot?
  number 2

=====

- Which formula does entry 1 have?
  C3H4S

=====

- Look up the energy relative to the best compared isomer or geometry (same formula, charge and spin) of the first one.
  7.611 eV